No. 1
Density functional theory data (wB97M-V/def2-TZVPD) for an isolated molecule of C6H4N2.

```
12
Properties=species:S:1:pos:R:3:lowdin_charge:R:1
C -1.60 -0.07 -0.02 -0.52
C -0.35 -0.85 -0.21 0.04
C 0.51 0.10 -0.11 -0.30
C -0.11 1.42 -0.16 -0.11
C 1.88 -0.10 0.01 -0.11
C 3.05 -0.06 0.03 0.12
H -2.95 -1.46 -0.21 0.15
H -0.82 -2.00 0.07 0.21
H 0.44 2.39 -0.05 0.15
H 4.03 -0.40 0.45 0.08
N -2.80 -0.30 0.14 0.17
N -1.30 1.33 0.07 0.12
```

Highest occupied orbital energy: -9.869 eV
Energy above the lowest of the compared OMol25 structures with the same formula, charge and spin: 118.0 kcal per mole
Orbital gap: 9.09 eV
Net charge: 0
2S+1: 1
SMILES string: [H]/N=C1\C=C(C#C)C=N1


No. 2
Density functional theory data (wB97M-V/def2-TZVPD) for a cluster of 2 separate species, C2H2NO4 in total.

```
9
Properties=species:S:1:pos:R:3:lowdin_charge:R:1
C -0.83 -0.41 -0.67 -0.40
C -0.20 0.77 -0.09 -0.46
N 0.48 -1.65 1.73 -0.05
O 0.57 -1.22 0.62 -0.28
O -1.99 -0.63 -0.59 0.03
O -0.65 1.55 0.78 0.01
O 1.18 0.94 -0.52 -0.06
H -0.28 -0.80 -1.44 0.09
H 1.71 1.45 0.19 0.12
```

Highest occupied orbital energy (alpha / beta): -1.691 / -2.590 eV
Energy above the lowest of the compared OMol25 structures with the same formula, charge and spin: 135.0 kcal per mole
Orbital gap (alpha / beta): 5.69 / 6.52 eV
Net charge: -1
2S+1: 1


No. 3
Density functional theory data (wB97M-V/def2-TZVPD) for an isolated molecule of C13H26OS.

```
41
Properties=species:S:1:pos:R:3:lowdin_charge:R:1
O 1.30 -1.79 -1.50 -0.16
S 5.36 -2.21 -0.27 0.65
C -3.27 1.27 2.41 -0.06
C -3.10 2.76 0.31 -0.05
C -1.34 2.76 2.11 -0.07
C 2.28 -1.60 -2.48 -0.25
C 3.84 -3.05 -0.97 -0.51
C 3.34 -2.65 -2.37 -0.22
C -0.09 -1.33 0.52 -0.07
C -0.05 0.17 -1.54 -0.15
C -0.89 -0.23 1.32 -0.18
C -0.75 1.24 -0.60 -0.14
C 0.76 -0.65 -0.67 -0.30
C -1.72 0.67 0.42 -0.27
C -2.30 1.84 1.39 -0.50
H 5.95 -3.20 0.40 -0.18
H -2.70 0.65 3.09 0.08
H -4.12 0.76 1.98 0.09
H -3.72 2.08 2.89 0.06
H -2.42 3.45 -0.11 0.05
H -3.95 3.24 0.77 0.07
H -3.45 2.26 -0.62 0.08
H -1.68 3.84 2.18 0.11
H -0.36 2.86 1.70 0.06
H -1.27 2.51 3.16 0.08
H 1.89 -1.77 -3.47 0.12
H 2.66 -0.59 -2.39 0.12
H 3.08 -2.88 -0.26 0.02
H 4.03 -4.12 -0.99 0.07
H 2.87 -3.53 -2.82 0.12
H 4.27 -2.43 -2.78 0.07
H 0.48 -1.98 1.19 0.11
H -0.93 -1.91 0.11 0.12
H -0.70 -0.52 -2.14 0.14
H 0.57 0.66 -2.37 0.14
H -0.27 0.43 1.95 0.12
H -1.46 -0.71 2.11 0.10
H 0.05 1.74 -0.14 0.10
H -1.27 1.93 -1.24 0.10
H 1.65 -0.14 -0.21 0.16
H -2.55 0.13 -0.09 0.16
```

Highest occupied orbital energy: -8.877 eV
Energy above the lowest of the compared OMol25 structures with the same formula, charge and spin: 44.6 kcal per mole
Orbital gap: 9.67 eV
Net charge: 0
2S+1: 1
SMILES string: CC(C)(C)[C@H]1CC[C@H](OCCCS)CC1


No. 4
Density functional theory data (wB97M-V/def2-TZVPD) for a cluster of 2 separate species, C2H2Cl2P in total.

```
7
Properties=species:S:1:pos:R:3:lowdin_charge:R:1
C -0.76 1.73 0.47 -0.39
C -0.08 2.73 0.55 0.16
P -2.00 0.51 0.75 0.69
Cl -3.44 1.09 -0.48 0.37
Cl -2.31 -2.40 -0.33 0.38
H -2.07 -2.13 0.85 -0.30
H 0.71 3.50 0.45 0.10
```

Highest occupied orbital energy: -15.882 eV
Energy above the lowest of the compared OMol25 structures with the same formula, charge and spin: 18.4 kcal per mole
Orbital gap: 7.75 eV
Net charge: +1
2S+1: 1


No. 5
Density functional theory data (wB97M-V/def2-TZVPD) for an isolated molecule of C22H17ClN6OS2.

```
49
Properties=species:S:1:pos:R:3:lowdin_charge:R:1
N 2.79 -0.93 -2.91 0.16
O 0.14 3.76 -0.81 0.04
Cl -3.48 -5.51 2.43 0.68
C 2.71 0.25 -3.03 -0.14
N -1.33 -2.75 4.23 0.13
N -3.12 0.14 1.07 0.06
N -4.30 -1.31 2.64 0.14
S 2.74 4.11 -2.39 1.16
S -0.40 0.27 0.85 0.96
C 0.25 2.57 -0.61 -0.52
C -0.84 -1.92 3.39 -0.09
C 2.78 1.71 -2.99 -0.27
C 2.11 2.48 -2.19 -0.44
C 3.65 3.62 -3.70 -0.54
C 3.74 2.29 -3.89 -0.17
C -4.25 -0.34 1.65 -0.15
C -1.92 -0.33 1.57 -0.49
C -3.10 -1.76 3.09 -0.22
C -5.12 -5.57 6.11 -0.06
C -4.82 -4.35 6.71 -0.11
C -4.70 -5.79 4.77 -0.11
C -4.06 -3.44 6.02 -0.01
C -3.93 -4.88 4.01 -0.57
C -1.91 -1.29 2.60 -0.18
C -3.57 -3.72 4.69 -0.19
N 1.34 1.89 -1.17 0.11
N -2.71 -2.78 4.00 -0.03
C -0.72 2.02 0.41 -0.36
C 4.35 4.55 -4.66 -0.18
C 4.43 1.49 -5.08 -0.09
C 5.35 3.82 -5.62 -0.19
C 4.71 2.53 -6.26 -0.15
H 0.24 -1.77 3.31 0.12
H -5.20 -0.05 1.28 0.09
H -5.80 -6.33 6.52 0.11
H -5.23 -4.18 7.70 0.11
H -5.07 -6.70 4.24 0.10
H -3.64 -2.59 6.60 0.13
H 1.53 0.91 -1.01 0.11
H -0.74 2.69 1.34 0.12
H -1.69 2.24 -0.11 0.11
H 3.66 4.93 -5.37 0.09
H 4.82 5.40 -4.09 0.13
H 5.30 1.04 -4.73 0.08
H 3.85 0.64 -5.48 0.11
H 5.77 4.48 -6.43 0.12
H 6.19 3.63 -4.98 0.10
H 3.83 2.90 -6.81 0.11
H 5.38 1.92 -6.90 0.11
```

Highest occupied orbital energy: -8.771 eV
Energy above the lowest of the compared OMol25 structures with the same formula, charge and spin: 13.8 kcal per mole
Orbital gap: 8.64 eV
Net charge: 0
2S+1: 1
SMILES string: N#Cc1c(NC(=O)CSc2ncnc3c2cnn3-c2ccccc2Cl)sc2c1CCCC2


No. 6
Density functional theory data (wB97M-V/def2-TZVPD) for an isolated molecule of CFNO2S2.

```
7
Properties=species:S:1:pos:R:3:lowdin_charge:R:1
C 1.93 0.14 1.11 -0.65
N 2.16 1.29 1.14 0.13
O 0.01 -0.57 -0.36 -0.79
O -2.54 -0.82 -0.93 -0.37
F -1.54 1.35 -0.40 -0.31
S 1.35 -1.36 0.71 0.99
S -1.38 -0.05 -1.27 1.02
```

Highest occupied orbital energy: -10.453 eV
Energy above the lowest of the compared OMol25 structures with the same formula, charge and spin: 43.0 kcal per mole
Orbital gap: 7.62 eV
Net charge: 0
2S+1: 1


No. 7
Density functional theory data (wB97M-V/def2-TZVPD) for a cluster of 2 separate species, C3H11NO3 in total.

```
18
Properties=species:S:1:pos:R:3:lowdin_charge:R:1
C -0.74 -0.08 1.07 -0.21
O -0.83 -1.45 1.55 -0.12
C -0.89 0.04 -0.43 -0.36
C -1.94 1.18 -0.62 -0.22
O -2.85 0.73 -1.63 -0.12
N 0.30 0.33 -1.29 0.01
H -1.65 0.26 1.56 0.11
H 0.21 0.19 1.54 0.13
H -1.76 -1.78 1.60 0.10
H -1.27 -0.94 -0.90 0.17
H -1.55 2.10 -1.04 0.12
H -2.60 1.29 0.17 0.09
H -2.41 0.66 -2.54 0.12
H 0.78 1.21 -1.06 0.06
H 0.84 -0.61 -1.02 0.13
H 5.44 -0.60 0.36 0.00
H 5.77 -1.61 1.49 0.06
O 5.14 -0.90 1.19 -0.07
```

Highest occupied orbital energy: -9.319 eV
Energy above the lowest of the compared OMol25 structures with the same formula, charge and spin: 73.7 kcal per mole
Orbital gap: 10.15 eV
Net charge: 0
2S+1: 1
SMILES string: NC(CO)CO.O


No. 8
Density functional theory data (wB97M-V/def2-TZVPD) for a structure of composition C31H18Br5MoN3O10S3.

```
71
Properties=species:S:1:pos:R:3:lowdin_charge:R:1
Mo 0.03 -0.23 0.38 1.81
Br 4.39 -3.49 4.83 0.64
C 2.86 -2.68 4.07 -0.76
C 1.73 -2.45 4.84 -0.76
Br 1.68 -2.94 6.67 0.64
C 0.59 -1.85 4.26 -0.64
Br -1.00 -1.53 5.21 0.73
C 0.60 -1.47 2.92 -0.40
O -0.42 -0.98 2.28 -0.22
C 1.77 -1.70 2.15 -0.38
O 1.69 -1.37 0.88 -0.28
C 2.87 -2.30 2.72 -0.63
Br 4.35 -2.61 1.58 0.72
O 3.50 1.41 2.27 -0.29
S 2.87 1.89 1.06 0.48
O 3.79 2.12 -0.04 -0.33
O 1.69 1.14 0.64 -0.45
C 2.11 3.47 1.42 -0.22
C 2.82 4.60 1.02 -0.07
C 2.29 5.87 1.18 -0.10
C 1.02 6.01 1.73 -0.10
C 0.32 4.89 2.13 -0.07
C 0.85 3.62 1.99 -0.20
S -0.19 2.27 2.63 0.53
O -1.32 2.95 3.23 -0.33
O 0.64 1.49 3.50 -0.27
O -0.69 1.53 1.43 -0.47
H 3.78 4.45 0.55 0.10
H 2.85 6.74 0.86 0.09
H 0.58 7.00 1.85 0.09
H -0.67 4.98 2.57 0.10
S -2.10 -4.32 -0.27 0.96
C -0.41 -4.55 -0.51 -0.43
C 0.30 -3.39 -0.39 -0.19
C -0.51 -2.24 -0.11 -0.27
C -1.83 -2.62 -0.01 -0.52
C -2.79 -1.61 0.26 -0.27
C -4.17 -1.80 0.39 -0.03
C -4.99 -0.71 0.54 -0.08
C -4.41 0.56 0.56 -0.06
C -3.04 0.67 0.46 -0.09
N -2.23 -0.38 0.33 0.02
H -0.03 -5.54 -0.71 0.05
H 1.37 -3.35 -0.48 0.10
H -4.57 -2.81 0.36 0.10
H -6.06 -0.83 0.65 0.10
H -5.01 1.45 0.67 0.10
H -2.56 1.63 0.49 0.11
Br -4.19 1.16 -5.14 0.67
C -2.86 2.32 -4.40 -0.68
C -2.64 3.55 -5.00 -0.16
C -1.67 4.38 -4.45 -0.09
C -0.94 3.98 -3.34 -0.02
C -1.18 2.74 -2.76 -0.10
C -2.15 1.90 -3.29 -0.07
C -0.35 2.32 -1.54 -0.56
O 0.49 3.09 -1.13 0.08
O -0.69 1.15 -1.12 -0.20
H -3.21 3.84 -5.87 0.09
H -1.49 5.35 -4.91 0.10
H -0.18 4.60 -2.90 0.12
H -2.33 0.94 -2.82 0.11
N 1.52 -1.13 -3.60 0.06
C 2.71 -0.65 -3.09 -0.07
C 2.46 -0.34 -1.79 -0.07
N 1.15 -0.61 -1.52 -0.05
C 0.61 -1.09 -2.61 -0.16
H 1.35 -1.46 -4.53 0.14
H 3.60 -0.57 -3.69 0.10
H 3.12 0.10 -1.06 0.09
H -0.42 -1.40 -2.71 0.14
```

Highest occupied orbital energy: -1.666 eV
Energy above the lowest of the compared OMol25 structures with the same formula, charge and spin: 1.2 kcal per mole
Orbital gap: 5.19 eV
Net charge: -2
2S+1: 1


No. 9
Density functional theory data (wB97M-V/def2-TZVPD) for a structure of composition C10H20Br10O4SV.

```
46
Properties=species:S:1:pos:R:3:lowdin_charge:R:1
V 0.44 -3.88 3.76 0.44
S 1.20 -4.30 0.63 1.04
O 1.66 -4.32 2.06 -0.52
O -0.18 -2.18 3.39 -0.57
O 1.39 -3.98 4.99 -0.33
O 0.25 -3.30 0.31 -0.34
Br -4.08 1.35 -4.37 0.64
C -2.54 0.18 -4.19 -0.71
C -1.49 0.73 -5.17 -0.58
Br 0.19 -0.47 -4.96 0.53
H -2.84 -0.73 -4.61 0.03
H -2.20 0.17 -3.14 0.02
H -1.24 1.76 -5.04 0.03
H -1.67 0.60 -6.23 0.05
Br 4.99 -0.95 -0.63 0.62
C 3.96 -1.22 -2.24 -0.73
C 2.91 -2.30 -2.19 -0.69
Br 2.58 -2.87 -4.02 0.65
H 4.60 -1.72 -2.96 0.03
H 3.48 -0.30 -2.54 0.02
H 1.99 -2.00 -1.78 0.02
H 3.23 -3.27 -1.74 0.05
Br -5.81 2.28 4.48 0.69
C -4.25 1.29 4.19 -0.82
C -3.24 1.68 3.12 -0.61
Br -2.12 0.09 2.62 0.67
H -4.61 0.30 3.93 0.02
H -3.80 1.23 5.24 0.08
H -2.62 2.49 3.52 0.06
H -3.76 2.03 2.19 0.07
Br -1.13 -5.50 3.82 0.28
C 1.35 1.28 2.71 -0.53
C 1.40 0.99 4.07 -0.01
Br 2.35 2.90 2.06 1.08
H 0.41 1.41 2.20 0.01
H 2.14 0.48 2.25 0.16
H 2.17 1.23 4.77 0.08
H 0.68 0.30 4.42 0.05
Br -1.73 2.40 -1.61 0.73
C 0.00 2.01 -2.31 -0.75
C 1.06 2.46 -1.37 -0.75
Br 2.70 2.71 -2.34 0.72
H 0.10 2.62 -3.20 0.05
H 0.11 0.95 -2.50 0.01
H 1.22 1.93 -0.45 0.01
H 0.76 3.44 -1.12 0.02
```

Highest occupied orbital energy (alpha / beta): -12.115 / -12.114 eV
Orbital gap (alpha / beta): 6.43 / 2.56 eV
Net charge: +1
2S+1: 3


No. 10
Density functional theory data (wB97M-V/def2-TZVPD) for a cluster of 8 separate species, C16H46NO15 in total.

```
78
Properties=species:S:1:pos:R:3:lowdin_charge:R:1
N -0.16 -0.72 1.07 -0.76
O -0.56 -1.52 0.24 -0.11
O 0.30 0.34 0.66 -0.10
O -0.10 -1.10 2.18 -0.03
C 6.18 0.10 4.18 -0.05
C 6.58 -0.17 5.62 -0.49
C 7.02 1.08 6.37 -0.07
O 5.37 -0.69 6.24 -0.07
H 5.49 0.94 4.24 0.09
H 5.60 -0.75 3.82 0.09
H 7.06 0.34 3.58 0.08
H 7.30 -0.99 5.69 0.13
H 6.38 1.95 6.48 0.08
H 7.87 1.46 5.79 0.07
H 7.46 0.75 7.31 0.07
H 5.65 -1.15 7.04 0.07
C -2.49 -6.85 -6.26 -0.09
C -1.60 -5.64 -6.32 -0.47
C -1.20 -5.39 -7.72 -0.07
O -2.19 -4.38 -5.77 -0.06
H -3.36 -6.84 -6.91 0.07
H -2.99 -6.81 -5.30 0.08
H -2.08 -7.83 -6.52 0.08
H -0.85 -5.91 -5.58 0.13
H -0.83 -4.36 -7.74 0.08
H -2.04 -5.45 -8.41 0.08
H -0.39 -5.96 -8.17 0.08
H -2.15 -4.42 -4.82 0.08
C -2.06 2.64 -4.43 -0.25
C -2.14 4.01 -3.77 -0.27
O -2.06 3.99 -2.36 -0.04
O -0.78 2.09 -4.21 -0.06
H -2.32 2.69 -5.49 0.11
H -2.84 2.01 -4.00 0.12
H -3.16 4.27 -4.04 0.11
H -1.63 4.82 -4.29 0.11
H -1.33 3.41 -2.12 0.08
H -0.96 1.42 -3.54 0.09
C 5.88 -0.10 -4.37 -0.28
C 6.96 -1.01 -4.84 -0.24
O 7.63 -0.40 -5.95 -0.07
O 5.21 -0.66 -3.27 -0.06
H 5.10 0.08 -5.11 0.12
H 6.08 0.95 -4.16 0.12
H 6.53 -1.97 -5.10 0.13
H 7.71 -1.06 -4.04 0.12
H 8.40 -0.97 -6.05 0.08
H 4.40 -0.16 -3.17 0.09
C 0.44 8.20 2.87 -0.22
C 0.70 7.22 4.00 -0.27
O 0.35 5.93 3.60 -0.05
O -0.98 8.09 2.50 -0.08
H 1.10 8.07 2.02 0.11
H 0.56 9.24 3.19 0.11
H -0.11 7.35 4.72 0.12
H 1.64 7.45 4.51 0.12
H 0.96 5.53 2.98 0.10
H -1.15 7.16 2.33 0.07
C -4.45 -5.20 2.76 -0.23
C -3.36 -6.33 2.41 -0.22
O -2.03 -5.83 2.36 -0.05
O -4.39 -4.65 4.09 -0.08
H -5.47 -5.57 2.60 0.10
H -4.35 -4.44 1.99 0.11
H -3.84 -6.43 1.44 0.09
H -3.56 -7.25 2.97 0.11
H -1.84 -5.07 1.81 0.10
H -4.96 -3.88 4.06 0.07
C -6.25 1.67 3.30 -0.25
C -6.05 3.16 3.19 -0.23
O -7.33 3.75 2.90 -0.08
O -6.90 1.18 4.47 -0.06
H -5.28 1.17 3.24 0.12
H -6.74 1.33 2.39 0.12
H -5.31 3.42 2.43 0.12
H -5.63 3.70 4.03 0.12
H -7.81 3.54 3.71 0.06
H -7.83 1.41 4.42 0.07
```

Highest occupied orbital energy: -4.020 eV
Energy above the lowest of the compared OMol25 structures with the same formula, charge and spin: 97.1 kcal per mole
Orbital gap: 6.26 eV
Net charge: -1
2S+1: 1


No. 11
Density functional theory data (wB97M-V/def2-TZVPD) for a cluster of 2 separate species, C3H7F2P in total.

```
13
Properties=species:S:1:pos:R:3:lowdin_charge:R:1
C 2.34 -1.12 0.36 0.05
C -2.33 0.61 -0.15 -0.36
C 0.47 0.64 -0.15 -0.65
F 0.36 0.95 -1.42 0.04
F 1.05 1.69 0.43 0.02
P -0.88 -0.21 0.71 0.87
H 2.62 -0.71 1.28 -0.03
H 2.14 -2.17 0.32 -0.01
H 2.91 -0.74 -0.50 0.00
H -1.96 1.03 -1.13 0.05
H -2.52 1.37 0.55 -0.03
H -3.17 -0.18 0.04 0.07
H -1.02 -1.15 -0.34 -0.04
```

Highest occupied orbital energy (alpha / beta): -8.802 / -8.344 eV
Energy above the lowest of the compared OMol25 structures with the same formula, charge and spin: 102.7 kcal per mole
Orbital gap (alpha / beta): 9.12 / 8.60 eV
Net charge: 0
2S+1: 1


No. 12
Density functional theory data (wB97M-V/def2-TZVPD) for an isolated molecule of C5H9NO3.

```
18
Properties=species:S:1:pos:R:3:lowdin_charge:R:1
C 0.52 0.71 0.33 -0.45
C 1.03 1.28 -0.96 -0.01
C -0.52 1.49 1.06 -0.03
C -0.31 -1.63 -1.01 -0.49
N -1.45 -1.88 -0.31 0.18
C 0.73 -0.79 0.82 -0.30
O 1.64 0.24 1.13 0.03
O -0.25 -1.56 -2.21 0.12
O 0.96 -1.71 -0.19 0.03
H -1.40 -2.13 0.66 0.10
H -2.17 -2.35 -0.84 0.12
H 0.11 -1.10 1.66 0.14
H 1.52 2.24 -0.76 0.09
H -1.34 1.74 0.37 0.09
H 1.76 0.62 -1.43 0.10
H 0.22 1.46 -1.66 0.09
H -0.94 0.94 1.90 0.08
H -0.11 2.43 1.44 0.09
```

Highest occupied orbital energy: -9.591 eV
Energy above the lowest of the compared OMol25 structures with the same formula, charge and spin: 60.1 kcal per mole
Orbital gap: 10.16 eV
Net charge: 0
2S+1: 1
SMILES string: CC1(C)O[C@@H]1OC(N)=O


The evaluated E for the records listed, in turn: -9260.89742, -11783.46552, -26783.68870, -36429.42520, -68268.53500, -31006.38456, -10919.80819, -441963.66866, -755818.88703, -49532.46585, -17943.70974, -12962.10050 eV.
The evaluated M for the records listed, in turn: 104.1, 104.0, 230.4, 127.9, 481.0, 141.1, 109.1, 1184.2, 1086.3, 492.5, 112.1, 131.1 g mol⁻¹.